A molecular structure, C18H30CrNO4P2 in a non-equilibrium geometry. Source: OMol25; level of theory: ωB97M-V with the def2-TZVPD basis set.

The geometry in XYZ format:
```
56
Properties=species:S:1:pos:R:3:nbo_charge:R:1
C -3.90632 1.85568 -0.23925 -0.254
C -2.76015 1.12784 0.06434 0.318
N -1.52838 1.56768 -0.27653 -0.525
C -1.44229 2.59512 -1.16416 0.262
C -2.56018 3.30471 -1.59510 -0.265
C -3.80674 2.94283 -1.10913 -0.117
C -2.86377 -0.15420 0.83744 -0.856
P -1.31574 -0.63912 1.62574 0.960
Cr 0.30458 0.55035 0.40158 0.861
P 1.10569 1.65201 -1.42938 1.008
C -0.09889 2.95333 -1.78140 -0.765
O -3.52068 -1.81973 -1.09019 -1.038
O -1.84449 -1.54955 -2.81395 -1.123
H -4.82618 1.47733 0.19072 0.230
H -2.45387 4.10544 -2.32456 0.228
H -4.71454 3.46079 -1.38197 0.226
C -1.43436 -0.25245 3.37437 -0.942
C -1.13558 -2.42061 1.42227 -0.943
H -0.16251 3.07394 -2.88159 0.255
H 0.28208 3.89842 -1.35530 0.262
H -3.17082 -0.93564 0.09789 0.373
H -3.65202 -0.13930 1.59099 0.238
C 2.75147 2.36281 -1.37381 -0.945
C 1.01169 0.52512 -2.82937 -0.973
H -1.27724 -2.79695 -2.97132 0.167
H -2.31018 -1.32016 -3.63311 0.445
H -2.82346 -1.67424 -1.88953 0.511
H -4.46135 -1.68972 -1.17981 0.466
H 0.67503 1.71192 1.39234 -0.173
H -0.76052 -3.52108 -2.87377 -0.293
H -2.01815 -1.01828 3.89959 0.235
H -0.40289 -0.22679 3.75910 0.278
H -1.89692 0.73541 3.49408 0.244
H -1.71963 -2.92862 2.20264 0.234
H -1.48234 -2.70477 0.41787 0.289
H -0.06372 -2.64693 1.53620 0.257
H 1.13884 1.08343 -3.76373 0.231
H 1.82819 -0.19975 -2.72587 0.262
H 0.06285 -0.03094 -2.84123 0.313
H 3.04086 2.79084 -2.34344 0.238
H 2.78289 3.13885 -0.60068 0.254
H 3.45789 1.57083 -1.09200 0.268
O 1.75485 -0.80342 2.52384 -0.672
C 2.30529 -1.01081 1.41968 0.757
O 1.80912 -0.65954 0.26105 -0.782
C 3.65555 -1.67552 1.35417 -0.094
C 4.17123 -2.21674 0.16903 -0.196
C 5.46397 -2.73668 0.13016 -0.224
C 6.24924 -2.73665 1.29371 -0.196
C 5.72003 -2.24661 2.50098 -0.222
C 4.42201 -1.73061 2.52483 -0.188
H 3.53204 -2.18555 -0.71819 0.232
H 5.85355 -3.13112 -0.82118 0.218
H 7.25725 -3.14655 1.25118 0.214
H 6.33533 -2.26129 3.40551 0.216
H 4.00216 -1.34467 3.45299 0.236
```

## Properties
<S²>: 3.820
Electronic energy in hartree: -2786.7120
Spin multiplicity: 4
Energy above the lowest of the compared OMol25 structures with the same formula, charge and spin in kcal per mole: 0.00
E_HOMO (alpha / beta) in eV: -6.9 / -6.9

2 unconnected molecules or ions with the total composition C6H12O in a non-equilibrium geometry. Source: OMol25; level of theory: ωB97M-V with the def2-TZVPD basis set.

The geometry in XYZ format:
```
19
Properties=species:S:1:pos:R:3:nbo_charge:R:1
C 0.63432 0.32723 1.69464 -0.389
C -0.67024 0.39998 1.38402 -0.202
C -1.21201 0.66852 0.03604 -0.045
C -2.31975 1.70288 0.06014 -0.650
C -0.79446 -0.06055 -1.01177 -0.164
C -1.28455 0.35768 -2.40527 -0.647
H 1.33896 0.87833 1.07998 0.192
H 0.95933 -0.28562 2.52000 0.198
H -1.29339 -0.06088 2.14853 0.196
H -3.00536 1.64068 0.90641 0.224
H -1.87557 2.69248 -0.01804 0.223
H -3.02550 1.56632 -0.76781 0.212
H 0.00245 -0.78130 -0.92459 0.210
H -1.77885 1.31891 -2.33474 0.210
H -0.42608 0.53608 -3.05604 0.217
H -1.97803 -0.34121 -2.87508 0.214
O 5.88858 -3.74091 1.12824 -0.934
H 5.80623 -2.82937 0.92064 0.466
H 5.03392 -3.98924 1.51472 0.468
```

## Properties
SMILES: C=C/C(C)=C/C.O
Electronic energy in hartree: -310.9855
Energy above the lowest of the compared OMol25 structures with the same formula, charge and spin in kcal per mole: 46.31
E_HOMO in eV: -9.0

A single C4H6O2 molecule. Source: OMol25; level of theory: ωB97M-V with the def2-TZVPD basis set.

The geometry in XYZ format:
```
12
Properties=species:S:1:pos:R:3:nbo_charge:R:1
C -0.17962 0.30776 1.18650 -0.582
C 1.13827 -0.22911 0.74031 0.472
O 1.25686 -1.19286 -0.01097 -0.603
C -0.27351 -0.64884 -1.62015 0.347
O -1.13984 -0.13468 -0.89973 -0.399
C -0.56058 1.08276 -0.09399 -0.338
H -0.05007 1.02576 2.00217 0.232
H -0.86750 -0.49141 1.50264 0.205
H 2.03425 0.35686 1.01527 0.132
H 0.58741 -0.05416 -1.92382 0.195
H -0.45871 -1.65174 -2.00556 0.179
H -1.47717 1.64963 0.10009 0.159
```

## Properties
Electronic energy in hartree: -306.3192
Energy above the lowest of the compared OMol25 structures with the same formula, charge and spin in kcal per mole: 117.38
E_HOMO in eV: -7.6

A molecular structure, C24H33NO2P2Tm in a non-equilibrium geometry. Source: OMol25; level of theory: ωB97M-V with the def2-TZVPD basis set.

The geometry in XYZ format:
```
63
Properties=species:S:1:pos:R:3:nbo_charge:R:1
C 1.25640 -4.41601 2.21645 -0.172
C 1.69925 -3.38176 1.38838 -0.101
C 1.24893 -3.29202 0.03844 0.255
C 0.37543 -4.25988 -0.49972 -0.089
C -0.07514 -5.24072 0.37705 -0.188
C 0.35287 -5.34707 1.72647 -0.237
C -0.25280 -3.91376 -1.82306 -0.376
C 0.76810 -3.22140 -2.69743 0.036
C 1.57380 -2.23603 -2.07769 0.098
C 2.48682 -1.51306 -2.87509 -0.067
C 2.36229 -1.55693 -4.30940 -0.194
C 1.50585 -2.51561 -4.86280 -0.222
C 0.87804 -3.46533 -4.06302 -0.212
H 1.43052 -4.41418 3.30187 0.223
H -0.77274 -5.94042 -0.07705 0.214
H -0.09465 -6.12311 2.33869 0.232
H -0.56022 -4.85415 -2.35118 0.253
H 2.71495 -0.69746 -4.90452 0.220
H 1.27728 -2.42092 -5.94022 0.230
H 0.44725 -4.36312 -4.52403 0.224
N 1.43313 -2.09151 -0.68622 -0.901
Tm -0.01060 -0.34494 -0.19661 2.043
C 2.34659 -2.17687 2.00752 -0.670
H 3.18303 -1.89479 1.29886 0.256
H 2.61673 -2.43167 3.07177 0.238
C 3.24163 -0.42702 -2.21560 -0.641
H 3.88018 -0.81786 -1.38435 0.253
H 3.83747 0.09622 -2.98486 0.233
P 1.21885 -0.60901 2.17975 0.729
P 2.01056 0.94446 -1.54879 0.713
C 1.54743 1.72592 -3.13310 -0.935
H 0.92606 2.59529 -2.91290 0.251
H 2.41541 2.08034 -3.69633 0.247
H 0.97715 1.03557 -3.76246 0.255
C 3.25697 2.11988 -0.91331 -0.922
H 3.97137 2.46589 -1.66316 0.252
H 2.73541 3.00613 -0.55298 0.248
H 3.81916 1.69171 -0.08047 0.244
C 0.08820 -1.15011 3.54393 -0.927
H 0.63934 -1.22790 4.50048 0.246
H -0.71512 -0.39544 3.61916 0.254
H -0.40657 -2.10922 3.29279 0.254
C 2.34842 0.54479 2.95872 -0.933
H 1.85335 1.49584 3.12988 0.259
H 2.74021 0.18110 3.89885 0.252
H 3.15476 0.75724 2.25536 0.246
C -1.44900 -3.07692 -1.30265 0.535
O -1.39900 -1.76335 -1.22028 -0.706
H -2.33940 -3.69887 -1.50144 0.205
C -2.41036 2.83629 -0.52213 -0.608
C -2.03780 2.22565 0.81116 0.248
C -1.31568 3.23840 1.66775 -0.607
C -3.31678 1.79788 1.52467 -0.619
O -1.14304 1.16053 0.56628 -1.016
H -2.94627 3.77585 -0.36996 0.220
H -3.00092 2.13589 -1.11190 0.210
H -1.50337 3.01404 -1.09138 0.197
H -1.96383 4.11291 1.84006 0.219
H -1.04269 2.75047 2.61231 0.205
H -0.40225 3.50891 1.12065 0.203
H -3.92832 1.09754 0.94519 0.212
H -3.11454 1.31273 2.47915 0.207
H -3.90684 2.70436 1.72783 0.220
```

## Properties
Net charge: +1
<S²>: 2.002
Electronic energy in hartree: -2907.3033
Spin multiplicity: 3
E_HOMO (alpha / beta) in eV: -10.2 / -10.2

A molecular structure, C12H34FHfN2O6 in a non-equilibrium geometry. Source: OMol25; level of theory: ωB97M-V with the def2-TZVPD basis set.

The geometry in XYZ format:
```
56
Properties=species:S:1:pos:R:3:mulliken_charge:R:1
Hf -1.02594 1.38099 1.26474 1.396
F 0.29542 -0.20574 0.64514 -0.068
C 0.44889 3.08146 -2.87543 -1.615
C -0.34412 1.98031 -2.15329 -0.046
C 0.02528 0.64886 -2.77106 -0.597
O -0.77933 -0.43863 -2.31954 -0.434
C -0.51060 -1.57621 -3.15558 -0.926
N 0.07544 2.17427 -0.66884 -0.187
H 0.11333 3.25629 -3.89584 0.424
H 1.52028 2.86957 -2.86574 0.415
H 0.32857 4.04084 -2.36416 0.546
H -1.39342 2.25444 -2.23880 0.098
H 1.08148 0.39274 -2.63872 0.368
H -0.15856 0.77051 -3.84315 0.521
H -0.83878 -2.49833 -2.68150 0.357
H 0.52703 -1.64689 -3.47719 0.366
H -1.11238 -1.52547 -4.06893 0.358
H 0.21418 3.18576 -0.60225 0.445
H 1.01887 1.77540 -0.67970 0.257
C -4.26775 -0.92988 -1.27000 -1.224
C -3.59012 -0.22495 -0.05640 -0.230
C -3.00520 -1.31061 0.81256 -0.690
O -1.99504 -0.88809 1.74792 -0.042
C -1.72285 -2.00127 2.62474 -0.879
N -2.39216 0.59287 -0.51494 -0.302
H -4.63386 -0.18311 -1.97706 0.435
H -5.16602 -1.39374 -0.86496 0.447
H -3.57303 -1.59971 -1.76802 0.369
H -4.20357 0.41207 0.58411 0.339
H -2.46985 -2.01657 0.17022 0.428
H -3.82890 -1.84541 1.28806 0.499
H -2.53575 -2.16181 3.33263 0.371
H -0.87732 -1.76477 3.26771 0.201
H -1.42115 -2.88431 2.06547 0.381
H -2.92372 1.19651 -1.15158 0.336
H -1.85331 0.02249 -1.21512 0.719
C 3.55124 -0.89104 -0.51920 -0.157
C 4.87526 -1.36570 0.06665 -0.456
O 4.77361 -1.26888 1.48275 -0.513
O 2.53639 -1.91630 -0.47640 -0.525
H 3.56758 -0.50023 -1.54166 0.373
H 3.11105 -0.06954 0.06935 -0.073
H 5.72467 -0.89903 -0.42204 0.412
H 4.90690 -2.43649 -0.16204 0.274
H 3.92678 -1.65969 1.71643 0.282
H 1.84729 -1.56732 0.08927 0.295
C 0.93680 0.32520 3.85287 -0.399
C 1.84265 1.42946 3.34240 -0.458
O 1.40752 1.99335 2.07213 -0.536
O -0.43855 0.51461 3.41244 -0.560
H 1.06230 0.33066 4.93437 0.510
H 1.23958 -0.62206 3.41091 0.230
H 2.82607 0.96942 3.20981 0.404
H 2.03984 2.28325 3.99156 0.406
H 2.26019 2.19437 1.65959 0.314
H -1.02317 0.21607 4.12531 0.343
```

## Properties
Net charge: +3
Electronic energy in hartree: -1185.3767
Energy above the lowest of the compared OMol25 structures with the same formula, charge and spin in kcal per mole: 0.00
E_HOMO in eV: -16.9

2 unconnected molecules or ions with the total composition C3H4O in a non-equilibrium geometry. Source: OMol25; level of theory: ωB97M-V with the def2-TZVPD basis set.

The geometry in XYZ format:
```
8
Properties=species:S:1:pos:R:3:nbo_charge:R:1
C 0.03233 0.81054 -0.92321 -0.371
C 0.01463 -0.46123 2.00614 0.481
C -0.01055 -0.39886 -0.34929 -0.444
O -0.60176 -1.33439 2.53177 -0.548
H -1.03696 -1.03396 0.15857 0.238
H -0.28886 1.99353 -0.86356 0.228
H 0.97685 -0.60431 -0.66826 0.243
H 0.91433 1.02869 -1.89217 0.173
```

## Properties
<S²>: 2.008
Electronic energy in hartree: -191.6457
Spin multiplicity: 3
Energy above the lowest of the compared OMol25 structures with the same formula, charge and spin in kcal per mole: 91.28
E_HOMO (alpha / beta) in eV: -6.1 / -11.5

What is the formula in the second record?
C6H12O